Entry 1:
{
  "formula": "C30H23F9MoN5OTe4",
  "method": "ωB97M-V/def2-TZVPD",
  "elements": ["C", "F", "C", "O", "H", "C", "N", "H", "H", "H", "N", "C", "C", "C", "C", "F", "C", "F", "F", "C", "C", "C", "C", "H", "H", "N", "N", "H", "C", "Te", "H", "F", "C", "F", "H", "C", "Te", "C", "C", "H", "C", "C", "Te", "F", "H", "H", "H", "H", "C", "C", "H", "C", "N", "H", "C", "Te", "C", "C", "F", "H", "C", "H", "C", "C", "H", "F", "Mo", "H", "C", "H", "C", "H", "H"],
  "positions_angstrom": [[1.2524, 3.5969, 0.0508], [-0.8395, 4.3155, -2.1196], [-2.3333, 1.4452, 3.1562], [0.5646, 1.4026, -0.6404], [0.4207, -4.1805, 4.6732], [-2.7547, 2.3846, 4.2475], [-0.8479, -0.9668, 0.0143], [-4.5143, -3.2481, -4.3668], [-3.3734, -1.4956, 0.1224], [2.0907, -0.6780, 3.1737], [0.1422, -0.8558, -2.7844], [-1.0896, -0.4918, 2.4052], [-1.5278, 0.3511, 3.4226], [2.7212, -0.0880, 2.5210], [0.3227, -3.4007, 3.9436], [2.6295, 2.1727, -2.2822], [-0.8139, 3.1927, -1.3687], [0.8092, 2.3567, -3.4080], [0.8019, 4.8711, -0.0183], [0.5415, -0.4866, -4.0218], [4.4245, 1.6005, 2.3435], [0.6245, 2.6375, -1.0356], [-1.6550, -1.1641, -1.0931], [2.5469, -0.2167, -4.8737], [-0.1682, -0.2051, -4.7731], [0.6759, -2.1347, 2.1303], [1.2217, -1.0691, -2.0050], [-1.6738, -1.5890, -4.4601], [-3.8650, -1.7624, -1.9329], [1.6254, -6.0166, -0.0585], [3.2704, -0.9759, -2.3381], [-1.5381, 2.2873, -2.0459], [-3.0101, -1.4779, -0.8968], [1.7644, 4.1164, -2.6105], [-3.6841, 2.8901, 3.9897], [-4.2978, -2.1774, -4.3837], [3.6571, -2.6688, 0.1060], [-1.1913, -1.1671, -2.4136], [-2.6732, 1.6790, 1.8240], [-3.2818, 2.5373, 1.5682], [-2.0602, -1.5108, -3.4544], [1.9109, -0.4902, -4.0549], [-0.0172, -3.9394, -0.5890], [-1.4983, 3.4746, -0.2403], [-2.4177, 1.1324, -0.2213], [3.5262, 0.4675, -0.7002], [-5.2503, -1.6483, -4.3279], [-1.9970, 3.1529, 4.4114], [4.3970, 1.4542, 0.9651], [2.2890, -0.8616, -2.7665], [5.0392, 2.0588, 0.3377], [3.5346, 0.5448, 0.3782], [-0.3805, -1.6551, 2.8058], [1.9531, -3.7531, 2.4371], [1.1132, -3.1906, 2.8100], [3.6703, -4.9369, -1.4345], [2.6651, -0.2480, 1.1320], [3.5772, 0.8279, 3.1176], [2.5909, 3.6806, -0.0597], [5.0962, 2.3116, 2.8069], [-0.6253, -2.4051, 3.8996], [-4.9001, -1.9990, -1.7215], [-1.3731, -0.2288, 1.0605], [-3.3963, -1.7912, -3.2454], [-3.8395, -1.9454, -5.3448], [0.9891, 3.1645, 1.2814], [1.1442, -1.4504, 0.1127], [3.5818, 0.9271, 4.1970], [-2.1914, 0.8829, 0.8100], [-1.4552, -2.1773, 4.5415], [1.4667, 2.8295, -2.3346], [-1.2139, 0.1420, 4.4383], [-2.9037, 1.8596, 5.1909]],
  "lowdin_charge": [-0.53, 0.14, -0.27, -0.09, 0.10, -0.06, -0.15, 0.08, 0.12, 0.08, -0.04, -0.12, 0.01, -0.14, -0.03, 0.15, -0.52, 0.14, 0.13, -0.06, -0.10, -0.40, -0.33, 0.10, 0.12, -0.14, -0.10, 0.11, -0.04, -0.10, 0.06, 0.14, -0.02, 0.14, 0.07, -0.06, 0.31, -0.15, -0.03, 0.11, 0.02, -0.03, 0.20, 0.14, 0.11, 0.06, 0.08, 0.08, -0.10, -0.16, 0.10, -0.22, -0.06, 0.04, -0.19, -0.10, -0.45, -0.10, 0.14, 0.09, -0.05, 0.11, -0.24, -0.28, 0.07, 0.16, 1.09, 0.09, -0.02, 0.12, -0.54, 0.12, 0.07],
  "s2": 2.06,
  "charge": -1,
  "lumo_ev": [1.8, 2.0],
  "spin_multiplicity": 3,
  "de_lowest_kj_mol": 0.00,
  "energy_ev": -96471.825
}

Entry 2:
{
  "formula": "C30H23N5O4OsS2",
  "method": "ωB97M-V/def2-TZVPD",
  "elements": ["H", "H", "C", "C", "N", "H", "H", "H", "S", "H", "C", "C", "C", "C", "H", "C", "Os", "H", "C", "C", "H", "N", "C", "H", "C", "C", "C", "H", "N", "C", "O", "C", "H", "C", "C", "H", "C", "H", "S", "C", "H", "C", "H", "C", "H", "C", "H", "N", "C", "C", "C", "O", "N", "H", "O", "C", "O", "H", "C", "C", "C", "H", "C", "H", "H"],
  "positions_angstrom": [[-3.7984, 3.7336, 0.3294], [0.5703, -2.5413, 0.2986], [-1.0553, -2.0265, 2.3497], [-3.2737, -3.3297, 1.4880], [-0.1274, 0.0687, 2.3015], [0.0038, 5.7535, 2.1739], [1.6837, 1.9392, 4.3933], [-0.0100, -3.9533, -3.7096], [1.6660, 1.2156, -3.9201], [1.0340, -4.2260, -1.4548], [-0.0456, -1.1192, 2.8998], [-1.4287, 4.5121, 1.1840], [0.4194, 1.1657, 2.8381], [1.7739, 0.7174, -1.5280], [-0.6934, -3.7026, 3.6199], [-1.9616, 0.0205, -2.2989], [-0.9809, 0.2452, 0.3977], [-2.8581, 3.0477, -0.9954], [-0.3178, 4.7430, 1.9612], [-1.2150, -1.2555, -2.1190], [6.6140, 0.7555, -3.6898], [-1.8312, -1.4492, 1.3852], [-1.3299, -3.2729, 2.8600], [2.1213, -0.3115, 5.3398], [-3.0601, 2.9758, 0.0733], [-2.9598, -2.0687, 0.9837], [0.1280, -2.4570, -0.6848], [-4.1854, -3.8049, 1.1537], [-1.0943, 2.1647, 1.3204], [4.5042, 0.9992, -3.9560], [1.4575, 2.5435, -4.3818], [-1.0391, -2.1580, -3.1427], [-3.4946, -0.5676, -0.4761], [0.7831, -1.3045, 3.9906], [1.4626, -0.1989, 4.4896], [4.2724, 0.1281, -0.1532], [1.2396, 1.0604, 3.9492], [4.5650, 1.2417, -5.0082], [1.3909, 0.4564, 0.1656], [4.3333, 0.3709, -1.2065], [1.1948, 3.8073, 3.1820], [3.1986, 0.6538, -1.9473], [0.8790, -2.2719, 4.4617], [5.6460, 0.7218, -3.2089], [-4.3271, -2.1157, -0.6585], [-0.0671, 2.3959, 2.1967], [6.4659, 0.1918, -1.3051], [-0.6617, -1.4033, -0.9070], [-0.2127, -3.2475, -2.9162], [5.5612, 0.4077, -1.8565], [-3.9259, -1.4017, 0.0585], [1.2663, 0.0928, -4.7149], [0.9097, 1.0341, -2.4099], [-2.6947, -4.9312, 2.7834], [-1.8437, 0.8250, -1.1905], [-2.4507, -3.9494, 2.4007], [-2.6402, 0.3084, -3.2260], [-4.7670, -1.0181, 0.6414], [0.3776, -3.3948, -1.6696], [0.3586, 3.6586, 2.5143], [3.2973, 0.9570, -3.2953], [-3.4832, 1.9932, 0.2709], [-1.8200, 3.2089, 0.8722], [-2.0194, 5.3329, 0.8019], [-1.5043, -1.9667, -4.0992]],
  "lowdin_charge": [0.10, 0.11, -0.19, 0.02, -0.12, 0.13, 0.13, 0.13, 0.68, 0.13, -0.20, 0.03, -0.25, -0.66, 0.13, -0.51, 1.48, 0.10, 0.02, -0.19, 0.12, 0.01, 0.03, 0.13, -0.01, -0.25, -0.10, 0.14, -0.01, 0.00, -0.24, 0.06, 0.04, 0.05, 0.02, 0.10, 0.05, 0.14, 0.87, -0.02, 0.13, -0.23, 0.13, -0.03, 0.11, -0.23, 0.12, -0.07, 0.02, -0.04, 0.02, -0.26, -0.03, 0.14, -0.26, 0.01, 0.21, 0.12, 0.01, 0.03, -0.22, 0.07, -0.25, 0.14, 0.15],
  "charge": 2,
  "lumo_ev": -7.7,
  "spin_multiplicity": 1,
  "de_lowest_kj_mol": 0.00,
  "energy_ev": -71249.141
}

Entry 3:
{
  "formula": "C30H23N5O5Y",
  "method": "ωB97M-V/def2-TZVPD",
  "elements": ["C", "N", "H", "N", "N", "H", "H", "H", "H", "O", "O", "C", "N", "C", "C", "H", "H", "H", "H", "H", "Y", "H", "H", "C", "C", "C", "C", "C", "C", "H", "C", "C", "C", "H", "N", "C", "C", "C", "H", "H", "C", "C", "C", "C", "C", "C", "C", "C", "H", "H", "C", "H", "O", "C", "H", "C", "H", "C", "O", "O", "H", "H", "C", "C"],
  "positions_angstrom": [[-2.1298, -2.1300, -0.8624], [1.6240, -0.5454, -0.8078], [1.0790, 0.2822, 4.2606], [-1.1042, 2.7185, -1.4210], [2.9745, -5.2711, 6.6859], [0.4665, -4.3968, 4.4143], [0.0317, 4.5538, -3.9969], [-1.7784, 3.4286, 0.3887], [0.1824, 3.4389, 1.4929], [-2.3451, -3.2931, -0.2922], [-2.8959, 0.1379, 2.7302], [-0.3856, -0.3912, -3.9222], [0.7485, 1.4509, 1.1544], [1.5705, -0.8294, 1.6603], [0.4267, 2.4830, 1.9338], [4.3109, -2.5930, 4.9678], [-0.5438, 3.1102, -5.3741], [0.3056, 2.8508, 4.1274], [-1.4947, 5.8152, -0.1913], [-0.4816, 6.3852, -2.4126], [-0.3893, 0.4390, -0.5896], [-3.5232, 1.6266, 0.4244], [2.9998, -3.1510, 0.7284], [2.2345, -1.2062, -1.7946], [-3.3795, -1.2916, -1.0377], [-2.6076, 0.0244, 1.5679], [3.0836, -1.7255, 3.4324], [-0.6632, 3.0274, -2.6513], [2.7272, -4.5333, 5.8411], [-4.1812, -1.6540, -0.3953], [-3.5422, 0.5367, 0.4650], [-0.5134, 1.8865, -3.6124], [2.8782, -2.3645, -1.3359], [-0.2944, -1.1321, -5.9240], [-0.4748, 0.6530, -3.0904], [0.9240, -2.7513, 3.1123], [3.3662, -2.6308, 4.4433], [-0.6781, 5.3564, -2.1406], [3.8102, -0.9698, 3.1619], [-0.0349, -2.7666, 2.6089], [-1.2258, 5.0509, -0.9060], [0.5064, 2.1822, 3.3068], [-0.3918, 4.3326, -3.0291], [2.4220, -3.5941, 4.7838], [-0.4834, 2.1072, -4.9806], [0.9069, 0.8698, 3.3728], [1.0826, 0.4147, 2.0412], [-1.3981, 3.7185, -0.5830], [-1.5012, -3.7835, -0.2939], [2.1929, -0.8360, -2.8097], [-0.3535, -0.2534, -5.2976], [-0.3322, -1.3624, -3.4508], [-1.5291, -0.5107, 1.0550], [1.8706, -1.2806, 0.3596], [-4.5717, 0.2367, 0.6627], [1.8677, -1.7928, 2.7638], [3.4611, -3.0531, -1.9252], [2.6355, -2.4185, 0.0249], [-3.1366, 0.0894, -0.8429], [-1.0427, -1.7933, -1.3091], [-0.3906, 1.1694, -6.9063], [-3.6845, -1.4369, -2.0779], [-0.4050, 1.0195, -5.8348], [1.1975, -3.6540, 4.1265]],
  "lowdin_charge": [-0.48, -0.09, 0.13, 0.03, 0.17, 0.13, 0.12, 0.11, 0.09, 0.19, 0.11, -0.11, -0.06, -0.05, -0.14, 0.13, 0.12, 0.11, 0.12, 0.13, 1.63, 0.13, 0.12, -0.15, -0.08, -0.60, -0.01, -0.20, -0.17, 0.15, -0.08, -0.20, -0.05, 0.12, 0.04, 0.00, -0.01, -0.01, 0.13, 0.12, -0.02, -0.04, 0.01, -0.22, 0.01, 0.02, -0.28, -0.12, 0.16, 0.10, -0.02, 0.10, -0.17, -0.27, 0.14, -0.21, 0.10, 0.00, -0.17, -0.01, 0.12, 0.16, -0.02, 0.00],
  "charge": 1,
  "lumo_ev": -3.7,
  "spin_multiplicity": 1,
  "de_lowest_kj_mol": 87.87,
  "energy_ev": -50213.601
}